Computed, not measured: C4H7NO2 in the gas phase in a non-equilibrium geometry, with wB97M-V/def2-TZVPD.

electronic energy = -361.75452 Ha
strongest force on any atom = 2.013 eV/A
ΔE to the lowest compared entry with this formula, charge and spin = 79.3 kcal/mol
Kohn-Sham gap = 9.7 eV
HOMO energy = -0.3278 hartree

Structure (XYZ):
```
14
Properties=species:S:1:pos:R:3:lowdin_charge:R:1
O 2.2526 0.0501 0.0689 0.112
C 0.9308 0.1009 0.0612 -0.283
C 0.1674 1.3184 -0.4068 -0.128
N -1.2176 0.8616 -0.2929 -0.064
C -1.2480 -0.5996 -0.4620 -0.119
C 0.1421 -1.0995 0.0095 -0.520
O 0.6210 -2.2483 0.0480 -0.031
H 2.4473 -0.9126 0.0954 0.134
H 0.3311 -0.6364 1.2491 0.274
H 0.3539 2.2353 0.1620 0.124
H 0.4830 1.5292 -1.4550 0.141
H -1.8279 1.3393 -0.9481 0.112
H -1.3450 -0.9202 -1.5150 0.130
H -2.0711 -1.0420 0.0992 0.118
```